1.
The following is a DFT calculation (ωB97M-V with the def2-TZVPD basis set) of a molecular structure, FH2IP2 at a distorted geometry.

Geometry as ORCA input:
```
! wB97M-V def2-TZVPD RIJCOSX def2/J DEFGRID3
* xyz 0 1
F -1.436 1.470 -0.741
P -0.203 0.440 -1.101
P -0.595 -0.971 0.557
I 0.935 -2.483 -0.449
H 0.730 1.067 -0.361
H 0.568 0.476 2.094
*
```

* M: 209.87 g mol⁻¹
* lowest unoccupied orbital energy (alpha / beta): -1.24 / -1.65 eV
* energy relative to the best compared isomer or geometry (same formula, charge and spin): 279.65 kJ/mol
* Kohn-Sham gap (alpha / beta): 7.55 / 7.91 eV
* largest force on an atom: 0.0408 hartree/bohr
* HOMO level (alpha / beta): -0.32279 / -0.35144 Ha



2.
The following is a DFT calculation (ωB97M-V with the def2-TZVPD basis set) of C3H5PS in the gas phase at a distorted geometry.

Geometry as ORCA input:
```
! wB97M-V def2-TZVPD RIJCOSX def2/J DEFGRID3
* xyz 0 1
C 0.234 -0.035 0.233
C 0.536 0.900 1.473
C -0.431 -0.205 1.458
P -0.682 0.579 -1.282
S 1.752 0.287 2.569
H 1.100 -0.603 -0.119
H 0.279 1.903 1.216
H -0.509 -1.082 2.076
H -1.600 -0.708 -1.319
H 0.209 0.007 -2.092
*
```

* M: 104.11 g mol⁻¹
* lowest unoccupied orbital energy (alpha / beta): -1.00 / -1.62 eV
* energy relative to the best compared isomer or geometry (same formula, charge and spin): 399.21 kJ/mol
* Kohn-Sham gap (alpha / beta): 7.85 / 7.06 eV
* largest force on an atom: 0.0650 hartree/bohr
* HOMO level (alpha / beta): -0.32527 / -0.31898 Ha



3.
The following is a DFT calculation (ωB97M-V with the def2-TZVPD basis set) of 2 unconnected molecules or ions with the total composition C2H7IN3 at a distorted geometry.

Geometry as ORCA input:
```
! wB97M-V def2-TZVPD RIJCOSX def2/J DEFGRID3
* xyz 1 1
C 0.551 0.103 -0.001
C 1.899 0.564 -0.425
N 0.060 -1.013 -0.382
N -0.339 0.959 0.526
N -0.986 -1.696 0.036
I -3.869 0.258 0.061
H 1.950 1.010 -1.539
H 2.759 -0.205 -0.245
H 2.159 1.419 0.153
H -0.373 1.980 0.376
H -1.118 0.656 1.093
H -1.510 -2.140 -0.660
H -1.182 -1.897 1.008
*
```

* M: 200.00 g mol⁻¹
* lowest unoccupied orbital energy (alpha / beta): -6.07 / -6.89 eV
* energy relative to the best compared isomer or geometry (same formula, charge and spin): 250.38 kJ/mol
* Kohn-Sham gap (alpha / beta): 7.87 / 6.60 eV
* largest force on an atom: 0.0723 hartree/bohr
* HOMO level (alpha / beta): -0.51213 / -0.49587 Ha



4.
The following is a DFT calculation (ωB97M-V with the def2-TZVPD basis set) of a molecular structure, C29H48BrN3P2RuS at a distorted geometry.

Geometry as ORCA input:
```
! wB97M-V def2-TZVPD RIJCOSX def2/J DEFGRID3
* xyz 4 5
N 2.367 -1.066 -7.644
C 3.313 -0.899 -6.707
C 3.004 -0.571 -5.389
C 1.640 -0.478 -4.973
C 0.668 -0.524 -6.022
C 1.086 -0.853 -7.319
C 1.355 -0.450 -3.564
Ru 0.149 0.066 -1.233
P -2.375 -2.195 1.963
C 0.079 -0.792 -2.986
C -0.126 -2.157 -2.351
C -1.286 -2.794 -2.862
C -1.609 -4.100 -2.500
C -0.726 -4.836 -1.697
C 0.484 -4.269 -1.268
C 0.768 -2.926 -1.564
Br -1.107 -6.567 -1.205
H 2.191 -0.229 -2.892
H -0.817 -0.504 -3.558
H 3.813 -0.443 -4.668
H -0.390 -0.335 -5.829
H 4.367 -1.047 -7.012
H 0.360 -0.975 -8.136
H -1.851 -2.252 -3.636
H 1.685 -2.469 -1.173
H -2.473 -4.578 -2.951
H 1.199 -4.891 -0.725
P -1.366 1.612 -1.402
C -1.325 -3.686 1.997
C -2.018 -4.852 2.731
H -0.410 -3.400 2.540
H -1.065 -3.967 0.964
H -1.322 -5.698 2.832
H -2.325 -4.552 3.743
H -2.902 -5.229 2.196
C -3.400 -2.480 0.471
C -4.849 -2.837 0.832
H -2.926 -3.286 -0.108
H -3.411 -1.569 -0.143
H -5.419 -3.007 -0.088
H -4.921 -3.744 1.443
H -5.334 -2.019 1.379
C -1.266 -0.768 2.148
C -1.453 -0.250 3.592
H -1.512 0.014 1.411
H -0.230 -1.091 1.969
H -1.354 0.839 3.662
H -2.455 -0.512 3.967
H -0.723 -0.696 4.281
C -1.621 2.835 -0.055
C -2.384 4.106 -0.391
H -0.619 3.067 0.330
H -2.136 2.294 0.748
H -1.820 4.783 -1.034
H -3.344 3.903 -0.863
H -2.595 4.649 0.533
C -2.733 0.419 -1.074
C -3.799 0.220 -2.149
H -3.193 0.690 -0.109
H -2.158 -0.527 -0.939
H -4.231 1.175 -2.475
H -3.389 -0.303 -3.026
H -4.613 -0.401 -1.744
C -1.846 2.420 -2.964
C -0.744 3.293 -3.556
H -2.766 3.000 -2.798
H -2.110 1.637 -3.690
H -0.936 3.414 -4.630
H -0.722 4.292 -3.103
H 0.255 2.851 -3.451
S 1.710 1.771 -0.918
C 2.004 1.964 0.798
N 2.526 0.936 1.471
C 2.858 1.017 2.892
C 1.835 1.895 3.576
C 1.796 3.252 2.916
N 1.707 3.098 1.464
H 2.858 0.160 0.905
H 3.868 1.439 3.004
H 2.851 -0.004 3.278
H 2.083 2.001 4.637
H 0.840 1.425 3.533
H 2.708 3.814 3.166
H 0.933 3.838 3.242
H 1.407 3.878 0.891
*
```

* M: 713.71 g mol⁻¹
* lowest unoccupied orbital energy (alpha / beta): -12.36 / -14.05 eV
* energy relative to the best compared isomer or geometry (same formula, charge and spin): 216.72 kJ/mol
* Kohn-Sham gap (alpha / beta): 6.43 / 4.82 eV
* largest force on an atom: 0.0885 hartree/bohr
* HOMO level (alpha / beta): -0.69068 / -0.69339 Ha



5.
The following is a DFT calculation (ωB97M-V with the def2-TZVPD basis set) of a molecular structure, C27H26BF4N2O2PS2Ti.

Geometry as ORCA input:
```
! wB97M-V def2-TZVPD RIJCOSX def2/J DEFGRID3
* xyz 1 2
Ti 1.762 0.052 0.148
O 2.129 1.813 -2.041
N 0.977 1.186 -1.591
C -0.070 1.335 -2.293
C -1.427 0.871 -2.025
C -2.376 1.407 -2.907
C -3.722 1.119 -2.781
C -4.143 0.282 -1.763
C -3.215 -0.267 -0.891
C -1.856 0.002 -1.000
P -0.732 -0.856 0.164
C -1.606 -0.926 1.747
C -2.559 -1.909 2.019
C -3.212 -1.923 3.239
C -2.923 -0.958 4.195
C -1.969 0.014 3.935
C -1.307 0.026 2.718
C -0.699 -2.549 -0.484
C -0.339 -3.603 0.357
C -0.200 -4.880 -0.160
C -0.402 -5.115 -1.513
C -0.749 -4.069 -2.353
C -0.898 -2.788 -1.843
H 1.995 2.092 -2.963
H 0.019 1.937 -3.198
H -2.050 2.067 -3.702
H -4.434 1.550 -3.472
H -5.191 0.043 -1.646
H -3.568 -0.923 -0.106
H -2.771 -2.680 1.287
H -3.943 -2.692 3.450
H -3.432 -0.973 5.149
H -1.728 0.754 4.687
H -0.540 0.768 2.538
H -0.167 -3.430 1.412
H 0.070 -5.695 0.498
H -0.287 -6.114 -1.911
H -0.912 -4.247 -3.408
H -1.182 -1.983 -2.509
F 1.794 -0.054 2.217
B 2.161 -1.530 2.487
F 1.207 -2.066 3.272
F 3.427 -1.571 2.923
F 2.021 -1.950 1.120
N 1.931 2.218 0.806
C 0.948 3.284 0.711
C 1.356 4.611 0.709
C 0.410 5.621 0.623
C -0.939 5.309 0.542
C -1.343 3.984 0.545
C -0.399 2.969 0.623
H 2.770 2.499 0.301
H 2.219 2.094 1.776
H 2.410 4.852 0.782
H 0.731 6.653 0.626
H -1.673 6.101 0.480
H -2.394 3.734 0.486
H -0.716 1.935 0.616
C 6.297 -0.992 -1.868
O 4.935 -1.363 -2.158
C 3.976 -0.934 -1.387
S 4.262 0.078 -0.040
S 2.405 -1.474 -1.742
H 6.880 -1.410 -2.680
H 6.595 -1.424 -0.914
H 6.386 0.092 -1.839
*
```

* M: 640.30 g mol⁻¹
* lowest unoccupied orbital energy (alpha / beta): -3.57 / -3.63 eV
* energy relative to the best compared isomer or geometry (same formula, charge and spin): 0.00 kJ/mol
* Kohn-Sham gap (alpha / beta): 7.99 / 7.93 eV
* largest force on an atom: 0.0133 hartree/bohr
* HOMO level (alpha / beta): -0.42474 / -0.42450 Ha



6.
The following is a DFT calculation (ωB97M-V with the def2-TZVPD basis set) of 2 unconnected molecules or ions with the total composition C6H13FSi at a distorted geometry.

Geometry as ORCA input:
```
! wB97M-V def2-TZVPD RIJCOSX def2/J DEFGRID3
* xyz 0 1
C 0.964 -2.087 -0.112
C -0.046 -0.851 -0.128
Si 0.626 0.788 0.021
F -0.630 1.856 0.063
C 2.274 1.658 -0.002
C 3.552 0.752 0.195
H 1.774 -1.658 -0.715
H 1.065 -2.330 0.957
H 0.415 -2.832 -0.620
H -1.046 -1.067 -0.473
H 2.390 2.216 -0.849
H 2.177 2.502 0.714
H 3.275 -0.327 -0.080
H 4.438 1.021 -0.317
H 3.792 0.671 1.282
C -3.738 0.142 0.504
C -4.561 -0.276 -0.468
H -2.745 -0.223 0.519
H -4.061 0.788 1.391
H -4.386 -0.915 -1.299
H -5.529 0.174 -0.584
*
```

* M: 132.25 g mol⁻¹
* lowest unoccupied orbital energy: 0.51 eV
* energy relative to the best compared isomer or geometry (same formula, charge and spin): 391.11 kJ/mol
* Kohn-Sham gap: 8.17 eV
* largest force on an atom: 0.0687 hartree/bohr
* HOMO level: -0.28172 Ha
* structure (SMILES): C/C=[Si](/F)CC.C=C



7.
The following is a DFT calculation (ωB97M-V with the def2-TZVPD basis set) of 4 unconnected molecules or ions with the total composition C35H55Cl2FN3O8P at a distorted geometry.

Geometry as ORCA input:
```
! wB97M-V def2-TZVPD RIJCOSX def2/J DEFGRID3
* xyz 0 1
C 5.453 -0.535 2.496
C 5.529 -0.288 1.322
C 5.252 -0.188 -0.153
C 4.505 1.114 -0.489
C 5.102 2.037 -1.293
C 6.486 1.806 -1.885
O 6.592 1.074 -2.836
N 7.704 2.373 -1.334
C 7.553 3.661 -0.753
O 7.154 3.854 0.356
F 7.927 4.727 -1.487
C 4.394 3.248 -1.624
C 5.030 4.281 -2.554
C 3.128 3.483 -1.116
P 2.348 5.106 -1.580
O 0.757 5.139 -1.153
O 2.353 5.272 -3.243
C 2.526 2.487 -0.261
N 1.287 2.751 0.240
C 0.791 1.814 1.012
C -0.560 2.122 1.613
Cl -2.064 1.648 0.844
C -0.614 2.804 2.763
C 0.679 3.268 3.430
Cl -2.178 3.181 3.466
C 1.501 0.574 1.270
C 0.857 -0.486 2.184
C 0.307 -1.716 1.405
C -1.110 -1.525 0.826
C -1.770 -2.831 0.327
C -3.341 -2.687 0.345
C -3.893 -1.962 -0.919
C -4.429 -0.508 -0.635
C -5.926 -0.351 -1.048
C -6.489 0.911 -0.321
C -7.690 1.570 -1.079
C -8.702 2.190 -0.063
O -8.335 3.550 0.114
C -8.540 4.027 1.434
N 2.692 0.273 0.811
C 3.187 1.289 0.048
H 5.245 -0.642 3.544
H 6.223 -0.256 -0.663
H 4.658 -1.051 -0.497
H 8.190 1.734 -0.715
H 4.453 4.273 -3.493
H 6.066 4.060 -2.836
H 4.887 5.279 -2.110
H 0.282 4.382 -1.536
H 1.468 5.123 -3.607
H 1.422 2.463 3.498
H 1.098 4.058 2.779
H 0.465 3.757 4.389
H 1.704 -0.875 2.782
H 0.150 -0.053 2.904
H 1.038 -2.055 0.649
H 0.239 -2.550 2.133
H -1.728 -1.080 1.626
H -1.044 -0.779 0.015
H -1.498 -2.998 -0.726
H -1.519 -3.671 0.993
H -3.797 -3.692 0.370
H -3.712 -2.166 1.243
H -3.191 -1.930 -1.766
H -4.780 -2.523 -1.272
H -4.343 -0.291 0.441
H -3.844 0.201 -1.245
H -6.447 -1.234 -0.640
H -6.018 -0.275 -2.143
H -6.780 0.578 0.689
H -5.681 1.659 -0.250
H -7.282 2.352 -1.736
H -8.190 0.796 -1.688
H -9.718 2.098 -0.488
H -8.623 1.585 0.854
H -8.712 3.231 2.176
H -7.610 4.544 1.739
H -9.354 4.767 1.515
C -0.866 -5.871 4.054
C -2.090 -4.976 3.999
O -2.749 -5.096 2.741
H -0.169 -5.613 3.255
H -0.353 -5.776 5.013
H -1.146 -6.917 3.910
H -1.804 -3.931 4.122
H -2.795 -5.237 4.795
H -3.008 -6.017 2.643
C -0.726 -1.070 -5.280
C -1.742 -1.932 -4.556
O -2.488 -1.157 -3.619
H -0.041 -0.608 -4.567
H -0.147 -1.661 -5.992
H -1.221 -0.260 -5.821
H -1.244 -2.726 -4.001
H -2.437 -2.391 -5.267
H -2.938 -0.461 -4.108
C 7.240 -3.713 -0.375
C 6.215 -4.515 0.408
O 5.560 -3.694 1.367
H 7.981 -3.281 0.299
H 7.753 -4.340 -1.107
H 6.760 -2.883 -0.901
H 6.699 -5.328 0.948
H 5.465 -4.944 -0.265
H 5.119 -2.976 0.901
*
```

* M: 766.72 g mol⁻¹
* lowest unoccupied orbital energy: -0.81 eV
* Kohn-Sham gap: 7.59 eV
* largest force on an atom: 0.0499 hartree/bohr
* HOMO level: -0.30856 Ha
* structure (SMILES): C#CCc1c(C(=O)NC(=O)F)c(C)c(P(O)O)c2nc(/C(Cl)=C(\C)Cl)c(CCCCCCCCCCCOC)nc12.CCO.CCO.CCO



8.
The following is a DFT calculation (ωB97M-V with the def2-TZVPD basis set) of a molecular structure, C22H40BF3O28P2S5 at a distorted geometry.

Geometry as ORCA input:
```
! wB97M-V def2-TZVPD RIJCOSX def2/J DEFGRID3
* xyz 0 1
C 1.905 -1.788 -3.071
B 1.619 -0.254 -3.183
O 0.342 0.239 -3.053
C 2.830 0.787 -3.415
O 2.908 1.490 -2.130
C 2.124 2.591 -2.223
O 1.460 2.983 -1.307
C 2.240 3.218 -3.624
C 0.908 3.881 -4.034
C -0.378 3.107 -3.819
O -1.436 4.092 -3.795
C -2.679 3.536 -4.014
C -3.471 3.445 -2.745
O -3.032 3.170 -5.096
C 3.291 4.357 -3.586
C 3.131 5.366 -2.439
O 2.466 6.545 -2.856
C 4.525 5.813 -2.003
F 5.218 6.271 -3.050
F 5.222 4.816 -1.466
F 4.477 6.810 -1.139
C 2.694 1.953 -4.443
P 1.725 1.487 -5.932
O 1.564 2.620 -6.878
P 4.412 2.016 -5.153
O 4.823 0.713 -5.732
H 1.604 -2.291 -3.993
H 1.293 -2.189 -2.259
H 2.947 -1.983 -2.816
H -0.071 -0.098 -2.249
H 3.752 0.213 -3.503
H 0.994 4.127 -5.096
H 0.782 4.833 -3.519
H -0.404 2.589 -2.861
H -0.618 2.404 -4.619
H -3.575 4.447 -2.325
H -4.445 2.996 -2.918
H -2.882 2.844 -2.053
H 3.175 4.933 -4.509
H 4.315 3.995 -3.581
H 2.673 4.943 -1.544
H 1.641 6.609 -2.366
H 2.505 0.462 -6.487
H 0.542 0.864 -5.503
H 5.229 2.347 -4.060
H 4.436 3.101 -6.043
C 2.168 -6.980 -1.878
C 0.831 -7.175 -1.192
O 0.548 -5.886 -0.623
S 1.133 -4.741 -1.561
O 0.090 -4.249 -2.389
O 1.919 -3.882 -0.746
O 2.090 -5.656 -2.441
H 2.993 -7.002 -1.165
H 2.349 -7.703 -2.668
H 0.858 -7.926 -0.407
H 0.041 -7.419 -1.904
C 0.218 -3.985 2.797
C 1.593 -3.514 3.214
O 1.784 -4.121 4.501
S 1.051 -5.545 4.536
O 2.001 -6.566 4.269
O 0.234 -5.589 5.696
O 0.146 -5.344 3.244
H -0.566 -3.409 3.294
H 0.074 -3.946 1.720
H 1.668 -2.434 3.295
H 2.366 -3.883 2.536
C -4.682 -7.084 4.188
C -3.964 -8.216 4.893
O -3.148 -8.800 3.867
S -2.657 -7.668 2.853
O -1.356 -7.231 3.206
O -2.957 -8.092 1.532
O -3.695 -6.538 3.304
H -5.519 -7.448 3.591
H -5.029 -6.314 4.871
H -4.642 -8.963 5.294
H -3.311 -7.848 5.687
C -1.192 3.851 2.388
C -0.979 2.353 2.383
O -2.307 1.815 2.238
S -3.188 2.792 1.337
O -3.195 2.321 -0.005
O -4.404 3.059 2.019
O -2.233 4.057 1.408
H -1.551 4.202 3.355
H -0.300 4.401 2.101
H -0.532 1.988 3.303
H -0.380 2.030 1.529
C -4.058 3.079 6.963
C -4.322 4.567 7.070
O -3.016 5.138 7.267
S -1.930 4.282 6.483
O -1.669 4.886 5.220
O -0.872 3.961 7.367
O -2.832 2.995 6.219
H -3.899 2.625 7.942
H -4.845 2.547 6.436
H -4.967 4.827 7.904
H -4.739 4.969 6.145
*
```

* M: 1042.62 g mol⁻¹
* lowest unoccupied orbital energy: -0.11 eV
* Kohn-Sham gap: 9.97 eV
* largest force on an atom: 0.0209 hartree/bohr
* HOMO level: -0.37045 Ha